Entry 1:
The following is a quantum chemistry calculation of the molecule C5H6O at a distorted geometry, from OMol25.

relative energy (zero: lowest compared OMol25 entry of this formula, charge and spin): 511.23 kJ/mol
2S+1: 1
highest occupied orbital energy (spin up / spin down): -9.16 / -8.04 eV
total charge: 0

CARTESIAN COORDINATES (ANGSTROEM)
1 H -2.0030 0.7012 1.0852
2 H -1.5502 -1.1602 -1.0722
3 H 0.7950 -0.1610 -2.3237
4 C 0.5163 -0.3132 -1.2855
5 C 1.2526 -0.0320 -0.0147
6 C -0.9887 0.8618 0.7285
7 H 1.9141 -0.8448 0.2880
8 H 1.7609 0.9326 0.1115
9 C -0.1310 -0.2951 0.7415
10 C -0.6189 -0.7436 -0.6990
11 H -0.6776 1.8906 0.5292
12 O -0.2695 -0.8362 1.9111

Atoms 1-2, force components in eV/Å:
0.12 -0.01 -0.08
0.11 0.09 0.06

---

Entry 2:
The following is a quantum chemistry calculation of the molecule C5H6O, from OMol25.

relative energy (zero: lowest compared OMol25 entry of this formula, charge and spin): 325.45 kJ/mol
2S+1: 1
highest occupied orbital energy: -9.19 eV
SMILES: C=C=C=CCO
total charge: 0

CARTESIAN COORDINATES (ANGSTROEM)
1 C -0.5262 -1.4063 0.2277
2 H -0.0468 2.6163 0.1948
3 C -0.1118 0.8230 1.2224
4 C -0.8462 -0.9209 -1.1826
5 H -0.1920 -2.4221 0.4083
6 C -0.4204 -0.4116 1.0879
7 H 1.1405 2.4851 1.6135
8 H -0.9728 -1.7424 -1.8923
9 H 0.4355 0.4943 -0.9408
10 C 0.3527 2.0360 1.0259
11 H -1.7593 -0.3033 -1.1703
12 O 0.2712 -0.1765 -1.6254

Atoms 1-2, force components in eV/Å:
-0.04 0.10 0.17
0.09 -0.06 0.12

---

Entry 3:
The following is a quantum chemistry calculation of the molecule C5H6O, from OMol25.

relative energy (zero: lowest compared OMol25 entry of this formula, charge and spin): 329.24 kJ/mol
2S+1: 1
highest occupied orbital energy: -9.99 eV
SMILES: C#CC[C@H]1CO1
total charge: 0

CARTESIAN COORDINATES (ANGSTROEM)
1 H 0.8247 -0.8533 -1.9021
2 C -1.8975 -0.8228 0.2016
3 H 0.8286 -1.1604 0.6203
4 H 0.2880 0.8985 -1.6528
5 O 1.9523 0.3006 -0.4630
6 C -1.3525 0.0607 0.8202
7 C -0.0828 0.7677 1.0490
8 C 0.7845 0.0157 -1.2393
9 C 0.7873 -0.1535 0.2023
10 H -0.0938 1.7862 0.6510
11 H -2.2848 -1.6110 -0.4050
12 H 0.2310 0.7998 2.0952

Atoms 1-2, force components in eV/Å:
0.16 0.24 0.21
-0.26 0.35 0.39

---

Entry 4:
The following is a quantum chemistry calculation of the molecule C5H6O, from OMol25.

relative energy (zero: lowest compared OMol25 entry of this formula, charge and spin): 162.39 kJ/mol
2S+1: 1
highest occupied orbital energy: -9.64 eV
SMILES: C#CCC(C)=O
total charge: 0

CARTESIAN COORDINATES (ANGSTROEM)
1 O -1.4369 -1.2810 0.6079
2 C 2.1906 -0.1695 1.0319
3 C 0.4041 -0.7880 -0.8303
4 C 1.4874 -0.4513 0.0961
5 H -0.9801 1.4516 0.9539
6 H -0.8155 1.6072 -0.8059
7 C -0.8607 -0.4367 -0.0353
8 C -1.2761 1.0193 -0.0078
9 H 0.3977 -1.8592 -1.0515
10 H 2.7866 0.0564 1.8871
11 H -2.3647 1.0758 -0.0780
12 H 0.4676 -0.2246 -1.7683

Atoms 1-2, force components in eV/Å:
0.10 0.28 -0.38
-0.25 -0.12 -0.38

---

Entry 5:
The following is a quantum chemistry calculation of the molecule C5H6O, from OMol25.

relative energy (zero: lowest compared OMol25 entry of this formula, charge and spin): 475.80 kJ/mol
2S+1: 1
highest occupied orbital energy: -8.43 eV
total charge: 0

CARTESIAN COORDINATES (ANGSTROEM)
1 C 1.5718 -0.0013 -0.4758
2 H -1.0015 -1.0236 -1.0865
3 O -1.1798 1.2671 -0.0260
4 H -0.2627 1.5400 -0.1747
5 H -0.9591 -2.0693 0.3266
6 C -1.1727 0.0816 0.7281
7 C -0.6018 -1.1089 -0.0598
8 C 2.2274 1.0450 -0.6697
9 H 3.1857 1.4770 -0.8990
10 H -2.2125 -0.1311 0.9921
11 C 0.8541 -1.1129 -0.2948
12 H -0.6159 0.2037 1.6684

Atoms 1-2, force components in eV/Å:
0.10 0.19 -0.03
0.02 -0.09 0.03

---

Entry 6:
The following is a quantum chemistry calculation of the molecule C5H6O, from OMol25.

relative energy (zero: lowest compared OMol25 entry of this formula, charge and spin): 262.77 kJ/mol
2S+1: 1
highest occupied orbital energy: -9.37 eV
SMILES: O=CCC1C=C1
total charge: 0

CARTESIAN COORDINATES (ANGSTROEM)
1 H -0.3911 2.3938 -0.1180
2 C 0.1772 -0.4650 1.6232
3 C -1.0633 0.5192 -1.2516
4 C -0.4211 1.4186 -0.5804
5 H 1.1137 0.1678 -1.6227
6 H -0.2955 0.5377 1.6983
7 C 0.5942 -0.8937 0.2327
8 C 0.3336 0.1456 -0.8560
9 H 0.0800 -1.8378 0.0052
10 O 0.3397 -1.1381 2.6115
11 H -1.9643 0.1856 -1.7426
12 H 1.6612 -1.1453 0.2855

Atoms 1-2, force components in eV/Å:
-0.04 -0.15 -0.10
0.07 -0.24 0.16

---

What did the fifth record say?
The following is a quantum chemistry calculation of the molecule C5H6O, from OMol25.

relative energy (zero: lowest compared OMol25 entry of this formula, charge and spin): 475.80 kJ/mol
2S+1: 1
highest occupied orbital energy: -8.43 eV
total charge: 0

CARTESIAN COORDINATES (ANGSTROEM)
1 C 1.5718 -0.0013 -0.4758
2 H -1.0015 -1.0236 -1.0865
3 O -1.1798 1.2671 -0.0260
4 H -0.2627 1.5400 -0.1747
5 H -0.9591 -2.0693 0.3266
6 C -1.1727 0.0816 0.7281
7 C -0.6018 -1.1089 -0.0598
8 C 2.2274 1.0450 -0.6697
9 H 3.1857 1.4770 -0.8990
10 H -2.2125 -0.1311 0.9921
11 C 0.8541 -1.1129 -0.2948
12 H -0.6159 0.2037 1.6684

Atoms 1-2, force components in eV/Å:
0.10 0.19 -0.03
0.02 -0.09 0.03

---

The lowest relative energy (zero: lowest compared OMol25 entry of this formula, charge and spin) belongs to which entry?
number 4

---

Number 4 is which compound?
C5H6O